Record 1
{"formula": "C20H20FN3O3S", "method": "ωB97M-V/def2-TZVPD", "energy_ev": -45217.4579, "total_charge": 0, "homo_lumo_gap_ha": 0.2861, "smiles": "CCOc1cccc(NC(=O)[C@@H]2CC(=O)N(C)/C(=N/c3cccc(F)c3)S2)c1", "e_above_lowest_ev": 13.176, "species": ["C", "C", "O", "C", "C", "C", "C", "C", "N", "C", "O", "C", "C", "C", "O", "N", "C", "C", "N", "C", "C", "C", "C", "C", "F", "C", "S", "C", "H", "H", "H", "H", "H", "H", "H", "H", "H", "H", "H", "H", "H", "H", "H", "H", "H", "H", "H", "H"], "positions_angstrom": [[-7.552, 0.309, 3.589], [-7.614, 1.337, 2.388], [-6.698, 0.873, 1.364], [-5.258, 1.158, 1.574], [-4.685, 1.957, 2.562], [-3.181, 1.952, 2.804], [-2.274, 1.470, 1.928], [-3.004, 0.732, 0.559], [-2.179, -0.010, -0.386], [-0.816, 0.060, -0.625], [-0.105, 0.812, 0.207], [-0.457, -0.716, -1.713], [-0.613, -2.091, -1.661], [0.162, -2.537, -0.128], [-0.503, -3.170, 0.594], [1.344, -1.972, 0.146], [1.868, -2.461, 1.353], [1.900, -1.210, -0.703], [3.290, -1.004, -0.237], [4.098, 0.033, -0.944], [3.684, 1.362, -0.754], [4.593, 2.190, -1.442], [6.017, 1.864, -1.566], [6.215, 0.471, -1.728], [7.395, 0.237, -2.176], [5.471, -0.501, -1.239], [1.310, -0.249, -2.202], [-4.345, 0.598, 0.477], [-6.721, 0.339, 4.057], [-7.822, -0.564, 3.189], [-8.398, 0.766, 4.293], [-7.194, 2.462, 2.739], [-8.354, 1.277, 1.706], [-5.139, 2.201, 3.467], [-2.630, 2.260, 3.791], [-1.374, 1.530, 2.052], [-2.647, -0.391, -1.049], [-0.968, -0.328, -2.621], [-1.711, -2.413, -1.652], [-0.026, -2.719, -2.114], [2.132, -1.410, 1.919], [1.237, -3.013, 1.845], [2.781, -3.144, 1.150], [2.824, 1.858, -0.335], [4.370, 3.219, -1.166], [6.744, 2.682, -1.961], [5.546, -1.523, -1.454], [-4.855, 0.170, -0.251]], "forces_ev_per_angstrom": [[-7.6076, 6.1481, -1.8308], [5.8455, 1.2602, 2.6615], [5.0000, 0.7799, 0.3985], [0.1956, 0.2429, -1.2876], [2.3591, -2.4357, -0.2832], [-0.0939, 0.0065, 0.0436], [-13.1238, -2.3369, -4.9134], [3.3034, 0.6163, 3.0278], [3.5763, 4.1988, 5.4356], [-1.1064, 6.3818, 8.6490], [-2.3320, -3.7785, -4.3104], [3.5318, 3.1636, -6.5765], [-2.7640, -2.4118, 6.7531], [-4.1037, 1.8550, -4.2147], [-1.1765, -2.3080, 2.1911], [-4.2570, -3.5020, 0.6806], [7.1748, 4.5806, 0.1229], [11.1975, 5.7055, -1.3233], [-4.6697, 0.5006, -3.8848], [-0.9789, -3.4739, 3.9080], [2.5652, -1.0355, -3.3768], [3.0911, 1.6980, 3.6311], [-3.7353, 1.2437, -2.3950], [1.6086, 3.7227, 1.0341], [3.4359, -1.5511, -1.4450], [-5.9179, 2.0276, -0.2247], [-0.6003, -2.3143, 2.6585], [0.0467, 3.2477, 5.4778], [5.8374, 0.0875, 3.0239], [-0.9975, -3.6678, -1.0386], [1.6317, -1.4793, -1.0734], [-1.8227, -2.8156, -1.0005], [-4.0095, 0.5573, -0.7020], [-1.5010, 0.7049, 0.9675], [-1.9378, -0.0240, -1.6908], [9.9560, 0.1613, 0.8872], [-4.0562, -3.2552, -5.2330], [-0.1788, 0.1443, 0.4422], [1.7115, 0.0521, 0.3883], [2.8136, -2.8202, -4.2137], [-0.0483, -3.0844, -0.8298], [-3.8636, -2.5273, 2.5098], [-1.0441, 1.6485, 0.4010], [-0.4763, -0.9830, 0.0645], [0.1905, 0.5048, -1.0539], [-1.2458, -1.9527, 0.8355], [0.4427, -1.2545, 0.1559], [-1.8663, -2.2284, -3.4476]]}



Record 2
{"formula": "C20H20GeN2OReS4Sb", "method": "ωB97M-V/def2-TZVPD", "energy_ev": -134600.7057, "total_charge": 2, "homo_lumo_gap_ha": 0.2123, "e_above_lowest_ev": 2.047, "species": ["Re", "S", "Sb", "S", "S", "S", "N", "C", "N", "O", "H", "H", "H", "H", "C", "Ge", "C", "C", "C", "C", "C", "C", "C", "C", "C", "C", "C", "C", "C", "C", "C", "C", "C", "C", "H", "H", "H", "H", "H", "H", "H", "H", "H", "H", "H", "H", "H", "H", "H", "H"], "positions_angstrom": [[-0.445, -1.189, 2.476], [3.475, -2.077, 5.275], [2.926, -0.633, 3.648], [0.553, 0.352, 3.850], [1.581, -1.672, 1.649], [4.787, 0.832, 2.846], [-2.694, -4.423, 2.463], [-2.496, -3.430, 3.330], [-3.334, -3.264, 4.351], [-1.515, -2.645, 3.197], [-3.453, -5.078, 2.564], [-2.059, -4.575, 1.694], [-4.118, -3.874, 4.513], [-3.177, -2.525, 5.020], [-1.012, 0.026, 1.079], [-0.172, 0.655, -0.625], [1.634, 1.193, 0.012], [2.828, 0.629, -0.475], [4.009, 0.836, 0.171], [4.088, 1.724, 1.330], [2.854, 2.420, 1.692], [1.685, 2.138, 1.054], [-0.966, 2.297, -1.421], [-2.141, 2.865, -0.952], [-2.689, 3.953, -1.614], [-2.060, 4.475, -2.732], [-0.876, 3.918, -3.188], [-0.322, 2.835, -2.529], [-0.195, -0.899, -1.864], [-0.590, -0.687, -3.179], [-0.601, -1.745, -4.072], [-0.237, -3.014, -3.652], [0.127, -3.230, -2.332], [0.128, -2.179, -1.434], [-2.066, 0.338, 1.063], [2.783, -0.039, -1.325], [4.906, 0.308, -0.122], [4.933, 2.424, 1.228], [2.887, 3.128, 2.511], [0.765, 2.618, 1.362], [-2.636, 2.463, -0.078], [-3.611, 4.384, -1.254], [-2.492, 5.320, -3.248], [-0.381, 4.320, -4.059], [0.606, 2.400, -2.877], [-0.881, 0.304, -3.501], [-0.901, -1.574, -5.095], [-0.238, -3.836, -4.352], [0.412, -4.218, -2.003], [0.390, -2.348, -0.396]], "forces_ev_per_angstrom": [[1.9971, 3.3488, -2.9610], [-0.0528, 0.9268, -0.9564], [-0.9356, -0.5969, 0.2455], [0.3385, -0.9156, -0.0619], [-1.1784, 0.1812, 1.3227], [-0.6040, -0.3182, 0.0156], [0.2089, 0.2872, 0.0878], [-1.6104, -1.1777, 0.2539], [0.2533, 0.1539, -0.1249], [0.8901, 0.6455, -0.1189], [-0.0017, 0.0289, 0.0743], [0.0340, 0.1209, 0.1075], [0.0078, -0.0694, -0.0378], [0.0733, -0.0507, -0.0731], [0.4852, -2.0010, 1.2727], [-0.3947, 0.0115, -0.5526], [0.1436, 0.0106, 0.0449], [0.3150, -0.2916, -0.1700], [-0.1631, -0.0503, -0.0442], [0.1543, -0.1267, 0.4205], [-0.1268, -0.0452, -0.0750], [-0.1621, 0.2178, 0.2010], [0.4584, -0.9710, 0.6600], [-0.0619, -0.0571, 0.0158], [-0.1009, 0.0182, 0.1195], [-0.0141, 0.0094, -0.0099], [0.1086, 0.0428, -0.0736], [0.0354, -0.0953, 0.0266], [-0.0586, 0.8804, 0.7037], [0.1171, 0.1653, 0.0478], [-0.0838, -0.0178, -0.1059], [0.0261, 0.0218, -0.0436], [-0.0280, -0.1046, 0.0335], [0.1305, 0.0076, 0.1173], [-0.1430, -0.2255, 0.4275], [0.0477, -0.1002, 0.0019], [0.0912, 0.0479, -0.0745], [-0.1375, 0.0775, -0.1592], [0.0426, 0.0332, 0.0183], [0.0359, 0.0521, 0.1076], [-0.0954, 0.0094, 0.0225], [-0.0415, 0.0671, -0.0005], [-0.0333, 0.0486, -0.0379], [0.0243, 0.0836, -0.0712], [0.0602, 0.0268, -0.1480], [-0.0239, 0.0090, -0.1075], [-0.0202, -0.0208, -0.0954], [-0.0053, -0.0573, -0.0602], [0.0063, -0.1268, 0.0173], [-0.0086, -0.1146, -0.2026]]}



Record 3
{"formula": "C20H20N2O2", "method": "ωB97M-V/def2-TZVPD", "energy_ev": -28138.8147, "total_charge": 0, "homo_lumo_gap_ha": 0.2156, "e_above_lowest_ev": 2.506, "species": ["C", "C", "C", "N", "C", "C", "C", "C", "C", "C", "C", "C", "C", "H", "H", "H", "H", "H", "H", "H", "H", "H", "H", "H", "H", "H", "H", "H", "H", "C", "C", "C", "C", "C", "C", "C", "O", "N", "C", "O", "H", "H", "H", "H"], "positions_angstrom": [[3.677, -2.347, 2.256], [3.038, -2.605, 0.890], [1.612, -3.139, 1.008], [0.797, -2.285, 1.900], [-0.306, -1.716, 1.482], [-1.077, -0.773, 2.276], [-0.490, 0.354, 2.914], [-1.252, 1.162, 3.755], [-2.612, 0.889, 3.957], [-3.215, -0.184, 3.285], [-2.464, -0.993, 2.437], [1.384, -2.135, 3.251], [2.771, -1.511, 3.158], [3.885, -3.307, 2.746], [4.633, -1.833, 2.122], [3.013, -1.668, 0.319], [3.640, -3.320, 0.320], [1.117, -3.185, 0.033], [1.649, -4.142, 1.458], [-0.671, -2.009, 0.484], [0.567, 0.581, 2.741], [-0.780, 2.005, 4.265], [-3.202, 1.514, 4.628], [-4.278, -0.389, 3.425], [-2.909, -1.833, 1.898], [0.734, -1.554, 3.909], [1.493, -3.150, 3.664], [3.200, -1.421, 4.162], [2.684, -0.494, 2.753], [-3.112, -2.517, -6.431], [-3.014, -3.269, -5.243], [-2.448, -2.665, -4.119], [-1.994, -1.369, -4.153], [-2.082, -0.599, -5.314], [-2.646, -1.183, -6.466], [-1.435, -1.052, -2.782], [-0.938, 0.028, -2.469], [-1.583, -2.180, -1.986], [-2.187, -3.195, -2.725], [-2.473, -4.331, -2.360], [-3.547, -2.961, -7.330], [-3.365, -4.299, -5.181], [-1.714, 0.426, -5.307], [-2.727, -0.608, -7.392]], "forces_ev_per_angstrom": [[0.0804, -0.0880, 0.0282], [-0.0072, 0.4665, -0.0010], [-0.0350, -0.4102, -0.1354], [-0.7775, 0.7122, -0.2556], [0.9969, -0.7102, 0.0956], [-0.6293, 1.0714, 0.9162], [-0.1386, -0.6098, -0.1176], [-0.1259, -0.1255, -0.1195], [0.2007, -0.3438, -0.3127], [0.1515, 0.2301, 0.1308], [0.6273, -0.1642, -0.2757], [0.1587, -0.0463, 0.2766], [0.0960, 0.1961, -0.2119], [0.0094, 0.1004, -0.0225], [-0.0720, -0.1428, 0.0213], [0.0084, -0.1309, 0.0128], [-0.1932, 0.0955, 0.0333], [0.0243, -0.0508, 0.1987], [-0.2079, 0.2075, -0.1007], [0.0568, 0.0869, -0.0318], [-0.4090, -0.0664, 0.0926], [-0.1785, -0.2452, -0.2325], [0.1650, -0.1699, -0.2091], [0.3301, 0.0701, -0.0711], [-0.0428, 0.2934, 0.1949], [-0.0493, -0.2107, -0.3251], [-0.2049, 0.1821, -0.1862], [-0.1501, -0.0561, -0.1463], [0.0039, -0.1232, 0.0680], [0.2644, 0.3507, 0.4710], [0.1005, 0.3271, -0.0344], [-0.3634, -0.4561, -0.6899], [-0.0104, 0.5762, -0.7203], [-0.1195, -0.3007, -0.0262], [0.0029, -0.4031, 0.4910], [-0.1273, -0.7245, 0.4330], [-0.1659, -0.5367, 0.0268], [0.0336, 0.0157, -0.1281], [0.3271, 0.5700, 0.3791], [0.2239, 0.5883, 0.0143], [0.1416, 0.1354, 0.3140], [0.0656, 0.2317, -0.0782], [-0.0934, -0.2117, -0.0837], [0.0322, -0.1804, 0.3171]]}



Record 4
{"formula": "C20H20N2O2S", "method": "ωB97M-V/def2-TZVPD", "energy_ev": -38975.7669, "total_charge": 0, "homo_lumo_gap_ha": 0.3156, "smiles": "O=C(CSc1c2c(nc3ccccc13)CCCC2)NCc1ccco1", "e_above_lowest_ev": 0.261, "species": ["O", "C", "C", "S", "C", "C", "C", "N", "C", "C", "C", "C", "C", "C", "C", "C", "C", "C", "N", "C", "C", "C", "C", "C", "O", "H", "H", "H", "H", "H", "H", "H", "H", "H", "H", "H", "H", "H", "H", "H", "H", "H", "H", "H", "H"], "positions_angstrom": [[-0.308, 3.226, -1.292], [0.369, 2.247, -1.072], [1.310, 1.645, -2.096], [0.448, 0.408, -3.147], [-0.290, -0.598, -1.852], [0.390, -1.679, -1.343], [-0.218, -2.383, -0.268], [-1.373, -2.047, 0.240], [-2.062, -1.013, -0.272], [-3.312, -0.685, 0.291], [-4.037, 0.361, -0.206], [-3.553, 1.113, -1.288], [-2.344, 0.821, -1.855], [-1.564, -0.238, -1.355], [0.471, -3.546, 0.388], [1.567, -4.149, -0.480], [2.482, -3.037, -0.976], [1.706, -2.121, -1.915], [0.338, 1.572, 0.100], [-0.521, 1.966, 1.201], [0.278, 2.457, 2.362], [0.651, 3.713, 2.739], [1.445, 3.558, 3.902], [1.501, 2.221, 4.140], [0.802, 1.544, 3.213], [1.636, 2.413, -2.795], [2.171, 1.165, -1.630], [-3.667, -1.286, 1.114], [-4.994, 0.613, 0.227], [-4.144, 1.929, -1.674], [-1.975, 1.397, -2.690], [-0.285, -4.287, 0.651], [0.903, -3.186, 1.328], [2.131, -4.883, 0.098], [1.123, -4.663, -1.335], [3.342, -3.453, -1.504], [2.857, -2.468, -0.121], [2.308, -1.251, -2.183], [1.498, -2.655, -2.849], [0.938, 0.777, 0.250], [-1.133, 1.108, 1.502], [-1.161, 2.765, 0.823], [0.388, 4.628, 2.251], [1.907, 4.336, 4.475], [1.983, 1.647, 4.906]], "forces_ev_per_angstrom": [[-0.2540, 0.4206, -0.2259], [0.4532, -0.2762, 0.1322], [-0.1698, -0.3353, -0.2613], [-0.0996, 0.0049, 0.1750], [0.3781, 0.0695, -0.4173], [-0.2124, 0.3607, -0.1921], [-0.1113, 0.0346, 0.0946], [0.0142, -0.4047, 0.3844], [0.0447, 0.4916, -0.5475], [-0.1722, 0.1415, -0.0019], [-0.0264, -0.1942, 0.2108], [0.1597, 0.0651, -0.1796], [-0.2548, 0.2013, -0.0538], [-0.2229, -0.4228, 0.3474], [0.1210, -0.2545, -0.0592], [0.1434, 0.1337, 0.2567], [-0.1308, -0.1829, -0.2106], [0.3291, -0.0554, 0.1006], [0.1441, -0.0829, 0.2914], [0.1394, -0.0620, 0.1402], [-0.2648, 0.8729, -0.2534], [-0.2990, -0.5695, -0.2528], [0.1413, -0.5121, 0.2141], [0.3616, 0.7257, 0.3661], [-0.2067, -0.4387, -0.2232], [0.0128, 0.0323, 0.1163], [0.0283, 0.0766, 0.0263], [-0.0339, -0.0668, 0.0922], [-0.0771, -0.0057, 0.0553], [-0.0330, 0.0816, -0.0524], [0.0136, 0.0549, 0.0018], [-0.0054, 0.0740, 0.0402], [-0.0040, -0.0379, 0.0198], [-0.0421, -0.0594, -0.0512], [0.0057, -0.0788, -0.0478], [0.0422, 0.0568, 0.0400], [0.0597, 0.0162, 0.0355], [-0.0625, -0.0733, -0.0473], [0.0990, 0.0291, -0.0347], [-0.0276, 0.0607, -0.1850], [-0.0508, 0.1292, -0.0419], [0.0308, -0.1362, 0.1253], [-0.1074, 0.1720, -0.1709], [0.1262, 0.1046, 0.1814], [0.0204, -0.1608, 0.0623]]}



Record 5
{"formula": "C20H20N2O4", "method": "ωB97M-V/def2-TZVPD", "energy_ev": -32235.9949, "total_charge": 0, "homo_lumo_gap_ha": 0.3062, "smiles": "COc1ccc(N(CN2C(=O)c3ccccc3C2=O)C(=O)C(C)C)cc1", "e_above_lowest_ev": 0.427, "species": ["C", "O", "C", "C", "C", "C", "N", "C", "N", "C", "O", "C", "C", "C", "C", "C", "C", "C", "O", "C", "O", "C", "C", "C", "C", "C", "H", "H", "H", "H", "H", "H", "H", "H", "H", "H", "H", "H", "H", "H", "H", "H", "H", "H", "H", "H"], "positions_angstrom": [[-2.627, -3.434, -0.568], [-2.034, -2.758, 0.516], [-1.012, -1.899, 0.265], [-0.496, -1.227, 1.376], [0.509, -0.296, 1.228], [1.035, -0.028, -0.034], [1.930, 1.059, -0.219], [1.293, 2.335, -0.584], [-0.125, 2.263, -0.405], [-0.739, 2.340, 0.846], [-0.202, 2.707, 1.856], [-2.133, 1.888, 0.626], [-3.174, 1.726, 1.516], [-4.375, 1.228, 1.022], [-4.523, 0.912, -0.320], [-3.475, 1.084, -1.219], [-2.282, 1.571, -0.726], [-0.988, 1.814, -1.404], [-0.692, 1.679, -2.562], [3.284, 1.092, -0.111], [3.876, 2.138, -0.301], [4.051, -0.184, 0.215], [3.743, -0.735, 1.608], [3.876, -1.258, -0.859], [0.538, -0.710, -1.136], [-0.473, -1.645, -0.992], [-1.911, -4.088, -1.075], [-3.057, -2.733, -1.290], [-3.422, -4.040, -0.136], [-0.919, -1.439, 2.345], [0.876, 0.246, 2.085], [1.501, 2.566, -1.636], [1.714, 3.121, 0.052], [-3.052, 1.973, 2.559], [-5.206, 1.082, 1.695], [-5.467, 0.525, -0.673], [-3.581, 0.842, -2.265], [5.099, 0.139, 0.204], [2.781, -1.238, 1.630], [4.509, -1.454, 1.889], [3.741, 0.067, 2.343], [4.034, -0.837, -1.849], [2.883, -1.699, -0.818], [4.606, -2.050, -0.703], [0.928, -0.492, -2.118], [-0.842, -2.150, -1.870]], "forces_ev_per_angstrom": [[-0.0918, -0.1062, -0.1639], [0.2091, 0.1654, 0.2213], [0.0879, 0.1146, 0.0652], [-0.1228, -0.1478, -0.0452], [-0.0150, -0.1841, -0.1811], [-0.0013, -0.4458, -0.0307], [-0.5061, 0.1609, -0.0365], [0.4061, 0.5861, -0.1119], [0.3383, 0.2172, -0.0799], [0.0414, 0.1983, -0.0017], [0.0160, -0.0538, 0.0874], [-0.4543, -0.2259, -0.4570], [0.1265, 0.0473, -0.0531], [0.0556, 0.0437, 0.1321], [0.0216, -0.0236, -0.1462], [0.1343, 0.0499, -0.0100], [-0.3280, -0.0010, 0.5985], [0.0236, 0.1550, -0.1693], [-0.0464, -0.0617, -0.0391], [0.3710, -0.4041, 0.0872], [0.1649, 0.3176, -0.0760], [0.0720, -0.0862, 0.0258], [0.0610, 0.0751, -0.1130], [0.0571, 0.1152, 0.0766], [0.1724, 0.0327, 0.3174], [-0.2535, -0.2462, -0.0144], [-0.0205, 0.0364, 0.0047], [0.0282, -0.0200, 0.0126], [0.0422, 0.0238, -0.0812], [-0.0628, -0.0237, 0.1334], [0.0361, 0.0689, 0.0562], [-0.0824, 0.0355, 0.2502], [-0.1676, -0.1356, -0.2031], [0.0154, 0.0203, 0.1175], [-0.0700, -0.0121, 0.0518], [-0.0784, -0.0245, -0.0229], [-0.0091, -0.0296, -0.1098], [-0.2284, 0.0619, -0.0242], [-0.0059, -0.0585, 0.0602], [0.0510, -0.0682, 0.0420], [-0.0095, 0.0344, 0.1534], [0.0126, -0.0268, -0.1470], [-0.0089, -0.0786, -0.0287], [0.0574, -0.0834, -0.0059], [0.0356, 0.0555, -0.0724], [-0.0742, -0.0683, -0.0694]]}